[1]
Density functional theory data (ωB97M-V/def2-TZVPD) for C5H11N3 in the gas phase at a distorted geometry.

```
19
Properties=species:S:1:pos:R:3:mulliken_charge:R:1
N -0.098 1.779 -0.557 -0.70
C 0.100 0.972 0.670 0.32
C 1.078 -0.227 0.445 -0.28
N 2.533 -0.125 -0.049 -0.59
C 0.063 -1.533 -0.344 -0.57
N -1.221 -0.747 -0.695 -0.46
C -2.410 -0.025 -0.034 -0.31
C -1.055 -0.034 0.709 -0.74
H -0.663 1.064 -1.119 0.37
H 0.684 2.556 -1.135 0.26
H 0.632 1.465 1.484 0.33
H 1.211 -0.566 1.526 0.23
H 2.628 0.686 -1.026 0.27
H 3.087 -1.072 -0.250 0.26
H 0.743 -1.639 -1.429 0.31
H 0.063 -2.551 0.177 0.27
H -2.632 0.914 -0.636 0.23
H -3.427 -0.317 0.704 0.25
H -1.316 -0.601 1.559 0.55
```

Calculated values
Max |F| = 5.9 eV/A
HOMO energy = -8.14 eV
Kohn-Sham gap = 0.32994 hartree
SMILES string = N[C@@H]1[C@H](N)CN2C[C@H]12
Energy relative to the best compared isomer or geometry (same formula, charge and spin) = 947.9 kJ/mol
Electronic energy = -361.02837 hartree

[2]
Density functional theory data (ωB97M-V/def2-TZVPD) for 2 unconnected molecules or ions with the total composition C5H11N3 at a distorted geometry.

```
19
Properties=species:S:1:pos:R:3:mulliken_charge:R:1
C -1.174 -0.615 1.272 -0.93
C -2.360 -0.257 -0.837 -0.76
C 0.514 1.544 -0.061 -0.09
C 1.903 0.827 0.063 -0.14
C 2.234 -0.466 -0.110 -0.07
H -1.593 -1.614 1.474 0.38
H -0.035 -0.782 1.502 0.22
H -1.572 -0.078 2.114 0.37
H -3.302 0.620 -0.703 0.21
H -1.949 -0.504 -2.085 0.28
H -2.760 -1.216 -0.247 0.22
H 0.680 2.724 -0.093 0.24
H 2.730 1.639 0.255 0.21
H 3.312 -0.614 0.367 0.19
H 0.304 -1.049 -0.358 0.54
H 1.465 -2.670 0.370 0.29
N -1.131 -0.144 -0.038 0.21
N -0.792 1.324 0.005 -0.71
N 1.354 -1.560 -0.617 -0.65
```

Calculated values
Max |F| = 5.3 eV/A
HOMO energy = -8.95 eV
Kohn-Sham gap = 0.33774 hartree
Energy relative to the best compared isomer or geometry (same formula, charge and spin) = 779.8 kJ/mol
Electronic energy = -361.09237 hartree

[3]
Density functional theory data (ωB97M-V/def2-TZVPD) for C5H11N3 in the gas phase at a distorted geometry.

```
19
Properties=species:S:1:pos:R:3:mulliken_charge:R:1
C -2.408 -0.215 -0.327 -0.89
N -1.007 -0.001 -0.472 -0.28
C -0.111 -0.291 0.370 1.18
C -0.301 -0.923 1.729 -1.58
C 1.294 0.035 -0.021 0.19
N 2.285 -0.603 0.697 -0.45
N 1.686 0.786 -0.970 -0.63
C 0.819 1.435 -1.901 -0.73
H -2.731 -0.817 -1.178 0.28
H -2.898 0.757 -0.411 0.28
H -2.739 -0.702 0.598 0.28
H 0.148 -0.297 2.499 0.35
H -1.354 -1.048 1.969 0.35
H 0.173 -1.904 1.746 0.36
H 2.137 -0.760 1.680 0.22
H 3.207 -0.271 0.458 0.30
H 0.009 1.982 -1.411 0.25
H 1.433 2.126 -2.482 0.26
H 0.357 0.711 -2.574 0.26
```

Calculated values
Max |F| = 1.0 eV/A
HOMO energy = -8.63 eV
Kohn-Sham gap = 0.34800 hartree
SMILES string = C/N=C(C)/C(N)=N\C
Energy relative to the best compared isomer or geometry (same formula, charge and spin) = 106.1 kJ/mol
Electronic energy = -361.34897 hartree

[4]
Density functional theory data (ωB97M-V/def2-TZVPD) for 2 unconnected molecules or ions with the total composition C5H11N3 at a distorted geometry.

```
19
Properties=species:S:1:pos:R:3:mulliken_charge:R:1
C -1.492 -0.992 1.403 -0.49
C -1.412 -1.950 0.428 0.08
C -0.578 -1.880 -0.718 0.37
C -0.363 -2.940 -1.554 -0.81
H -0.875 -0.097 1.369 0.20
H -2.123 -1.213 2.254 0.30
H -1.948 -2.893 0.515 0.30
H -0.094 -0.919 -0.904 0.39
H 0.312 -2.864 -2.395 0.33
H -0.800 -3.906 -1.322 0.30
N 0.529 1.726 1.388 -0.53
C 0.930 1.700 0.055 0.57
N 0.266 2.602 -0.768 -0.56
N 1.873 0.998 -0.450 -0.69
H 1.249 1.535 2.060 0.23
H -0.029 2.517 1.655 0.22
H 0.118 3.517 -0.372 0.24
H 0.796 2.689 -1.627 0.30
H 2.140 0.234 0.167 0.23
```

Calculated values
Max |F| = 1.8 eV/A
⟨S²⟩ = 0.7896
HOMO energy (alpha / beta) = -12.58 / -12.58 eV
Kohn-Sham gap (alpha / beta) = 0.26905 / 0.16198 hartree
Charge = +1
2S+1 = 2
Energy relative to the best compared isomer or geometry (same formula, charge and spin) = 0.0 kJ/mol
Electronic energy = -361.03474 hartree